C4H5NO2 as an isolated structure, computed with ωB97M-V/def2-TZVPD.

LUMO energy in eV: -0.13
Max |F| in hartree/bohr: 0.014
HOMO energy in eV: -7.8
ΔE to the lowest compared entry with this formula, charge and spin in eV: 5.0639
Electronic energy in eV: -9809.2509
Total charge: 0

Positions of all 12 atoms, in Å:
N 0.286 1.236 0.608
C 0.628 -0.212 0.612
C -1.145 0.230 -0.195
C -0.589 -1.045 0.191
O 0.213 -1.698 -0.785
C 1.285 -0.806 -0.534
O 2.276 -0.694 -1.206
H 0.697 1.768 -0.151
H 0.501 1.713 1.484
H -1.982 0.669 0.342
H -1.043 0.547 -1.230
H -1.127 -1.708 0.865